{"formula": "C20H25CsN8O7S", "method": "the ωB97M-V functional and the def2-TZVPD basis", "orbital_gap_ev": 6.5, "e_homo_ev": -2.6, "total_charge": -2, "e_above_lowest_kj_mol": 1.1, "elements": ["Cs", "S", "O", "O", "O", "O", "O", "O", "O", "N", "N", "N", "N", "N", "N", "N", "N", "C", "C", "C", "C", "C", "C", "C", "C", "C", "C", "C", "C", "C", "C", "C", "C", "C", "C", "C", "C", "H", "H", "H", "H", "H", "H", "H", "H", "H", "H", "H", "H", "H", "H", "H", "H", "H", "H", "H", "H", "H", "H", "H", "H", "H"], "positions_angstrom": [[-0.074180, 0.724938, 0.476322], [0.384277, -1.157930, 3.850909], [1.187171, 4.978613, -6.666914], [1.086575, 0.417771, -2.365852], [0.758820, -1.309833, -4.642231], [0.507801, 2.872991, -1.047652], [-0.040777, 3.512655, -7.681909], [-1.171544, -0.577402, -5.202768], [1.767697, 4.547018, -1.808703], [-2.275316, -1.689528, 3.318121], [0.616509, 3.888983, -6.704165], [3.099914, 1.335296, -0.039238], [-0.033647, -0.426725, -4.824634], [3.552968, 0.909074, 3.101800], [-1.416020, -1.754908, -0.815865], [-1.916577, -1.671158, 1.954456], [-1.587784, -1.340750, 5.441396], [-1.200512, -1.785825, -2.110842], [-1.308149, -1.376567, 4.125091], [3.577649, 2.726300, 0.294526], [4.382135, 2.792963, 1.592337], [1.187138, 3.439395, -1.905163], [-2.494362, -3.759930, -2.403711], [0.994307, 1.254999, -3.318780], [-3.296939, -2.913270, 6.268708], [3.561081, 2.351951, 2.780403], [0.290093, 1.742511, -5.699104], [0.728674, 3.043057, -5.596105], [-2.198038, -2.675552, -0.262103], [-2.378160, -2.648459, 1.252118], [0.446659, 0.890711, -4.651213], [-1.718790, -2.762865, -2.970970], [-2.753358, -3.677166, -1.035846], [-3.031716, -3.895053, 1.842691], [-2.924671, -1.466751, 6.005407], [1.266012, 2.695155, -3.237958], [1.207356, 3.461107, -4.347322], [-3.019777, -3.777303, 2.902172], [4.144915, 3.194562, -0.492923], [3.154482, 0.514745, 2.264007], [2.632366, 3.267290, 0.341959], [-2.458670, -3.354224, 6.781700], [4.775402, 3.828874, 1.761149], [-4.175467, -3.012653, 6.902646], [1.336665, 4.556171, -4.118173], [-4.042451, -4.134535, 1.512568], [-2.925058, -0.973380, 6.951310], [-0.925048, -0.825504, 6.006762], [3.929145, 2.861966, 3.726144], [-3.752867, -1.020540, 5.435189], [2.542026, 2.748523, 2.626849], [-0.126572, 1.337282, -6.601296], [2.837240, 0.756869, 3.749764], [-0.563241, -1.045946, -2.573450], [-2.924569, -4.544992, -2.946279], [-1.458562, -2.701926, -4.033151], [2.407337, 1.387437, -0.765727], [3.866264, 0.715817, -0.375271], [-2.415071, -4.797478, 1.654790], [-3.375372, -4.426091, -0.594624], [-3.500887, -3.418858, 5.338794], [5.255452, 2.168077, 1.579874]], "atomic_forces_ev_per_a": [[-0.065, -0.448, 0.492], [0.313, 0.315, -0.698], [-0.167, -0.012, -0.128], [0.011, 1.260, -1.469], [0.594, -1.610, 0.306], [-0.917, -0.338, 1.133], [0.141, 0.139, 0.064], [-1.308, -0.498, -0.418], [-0.257, -0.473, -0.217], [0.030, -0.143, -1.005], [0.125, 0.567, -0.444], [1.704, 0.076, 0.623], [0.624, 0.567, -0.499], [1.157, 0.876, -1.952], [0.208, 0.665, 0.261], [-0.790, -0.643, -0.003], [-1.597, 0.529, 2.033], [-0.211, -0.543, -1.165], [1.188, -0.164, -0.831], [-0.474, -1.131, -0.142], [-0.364, 0.417, 0.137], [1.608, 1.206, -0.734], [0.517, 1.612, 0.965], [-0.398, -0.617, 0.284], [-0.013, 0.100, 0.050], [-0.276, 1.001, 2.271], [-0.128, -0.588, -0.189], [0.253, -0.599, 0.439], [0.281, 0.105, 1.114], [-0.147, -0.355, -0.379], [0.766, 1.202, 1.721], [0.118, -0.217, -0.092], [-0.070, -0.368, -0.315], [0.723, -0.241, -0.158], [-0.431, -0.300, -0.454], [-0.464, -1.128, 0.340], [-0.159, 2.634, 0.203], [-0.250, 0.149, 0.778], [0.264, 0.081, -0.591], [0.099, -0.668, -0.476], [0.224, 0.436, 0.329], [0.275, -0.554, 0.111], [-0.540, -0.656, -0.234], [-0.204, 0.137, 0.104], [0.105, -1.193, -0.607], [-0.055, 0.298, -0.145], [0.169, 0.588, 0.788], [-0.031, -0.309, -0.409], [-0.253, -0.347, -0.988], [0.578, 0.203, -0.333], [0.063, -0.121, 0.063], [-0.203, 0.161, -0.326], [-1.234, -0.298, 1.541], [0.142, 0.270, 0.598], [-0.475, -0.997, -0.900], [-0.212, -0.153, 0.481], [-0.175, -0.003, -0.556], [-0.779, 0.776, 0.280], [-0.168, 0.464, -0.238], [-0.232, -0.295, 0.283], [0.126, -0.326, -0.316], [0.639, -0.495, -0.385]], "mulliken_charge": [1.12, -0.58, -0.66, -0.71, -0.51, -0.66, -0.68, -0.60, -0.79, -0.77, 0.95, -0.22, 0.94, -0.77, -0.08, 0.14, -0.19, 0.33, 0.22, -0.57, -0.75, 0.10, -0.86, 0.71, -1.05, -0.36, -0.18, -0.45, 0.20, 0.18, -0.35, -0.43, -0.29, -0.72, -0.41, 0.39, -0.37, -0.07, 0.32, 0.32, 0.39, 0.27, 0.30, 0.37, 0.41, 0.28, 0.45, 0.21, 0.34, 0.25, 0.25, 0.51, 0.27, -0.01, 0.45, 0.39, -0.19, 0.15, 0.28, 0.28, 0.15, 0.37]}



{"formula": "C20H25F2N4O2P", "method": "the ωB97M-V functional and the def2-TZVPD basis", "orbital_gap_ev": 8.3, "e_homo_ev": -8.1, "total_charge": 0, "elements": ["P", "F", "F", "O", "O", "N", "N", "N", "N", "C", "C", "C", "C", "C", "C", "C", "C", "C", "C", "C", "C", "C", "C", "C", "C", "C", "C", "C", "C", "H", "H", "H", "H", "H", "H", "H", "H", "H", "H", "H", "H", "H", "H", "H", "H", "H", "H", "H", "H", "H", "H", "H", "H", "H"], "positions_angstrom": [[0.328602, 2.276112, 2.303937], [-2.767453, 4.092522, 2.767945], [-1.198465, 3.438025, 5.004140], [0.155258, 5.049313, 4.504412], [-1.728305, 4.409365, 0.861162], [-0.402203, 3.841245, 2.687567], [-1.403167, -2.767565, -4.863982], [0.835773, -0.973807, -2.093197], [-2.013612, 1.198095, 3.281147], [3.419271, 0.690216, 3.284439], [-2.767513, 0.085824, 3.462570], [-1.254553, -1.680511, 2.525113], [-2.894876, -3.896438, -6.051264], [-2.517022, -1.281537, 3.133045], [1.389162, -2.217583, -2.243743], [-2.222478, -3.861952, -4.856067], [-1.537465, -2.106130, -6.053819], [-1.619334, 4.121129, 1.990361], [-0.702596, -2.418925, -1.449732], [-0.860103, 0.820149, 2.679788], [3.120285, 1.307454, 0.774530], [2.156261, 2.436555, 0.188612], [-0.385669, -0.498612, 2.292777], [0.457600, -3.138230, -1.841621], [-2.459510, -2.781567, -6.812013], [-0.445180, -1.098772, -1.616315], [0.615807, 2.140482, 0.443527], [3.721497, 1.774307, 2.163025], [-0.461230, 4.132682, 4.104095], [-3.289732, -2.047623, 3.346667], [-3.751826, 0.286042, 3.958221], [-0.967867, -1.213701, -6.257435], [-1.057450, -0.230859, -1.429727], [-3.618012, -4.640247, -6.346674], [-2.784671, -2.506071, -7.802921], [0.592326, -4.208385, -1.828471], [3.904270, 1.048029, 0.016074], [4.172081, -0.130751, 3.196405], [3.491460, 1.113973, 4.316282], [-1.626948, -2.835125, -1.080201], [2.407292, 0.233377, 3.123344], [2.281954, 2.460005, -0.929157], [2.508153, 0.376651, 0.926698], [0.615112, -0.628120, 1.832395], [-0.961435, -2.704273, 2.229297], [0.433919, 1.075161, 0.154754], [4.827421, 1.901937, 2.023894], [-0.794079, -2.490947, -4.110412], [2.371455, 3.429345, 0.658891], [-0.008663, 2.845966, -0.153645], [2.394830, -2.336840, -2.613016], [1.297017, -0.104008, -2.298290], [3.262150, 2.734039, 2.498966], [-2.257542, -4.519421, -4.002376]], "atomic_forces_ev_per_a": [[1.185, -1.723, 0.342], [1.553, 0.082, -0.200], [0.315, -0.290, -1.734], [0.399, 0.462, 0.323], [0.363, -0.151, -0.827], [-2.965, -1.543, -0.104], [0.031, 0.034, -0.125], [-0.071, 0.021, -0.044], [0.782, -3.507, -0.991], [0.562, 0.106, -0.497], [-1.681, -0.409, 0.841], [-0.302, 4.175, 0.552], [-0.018, -0.106, 0.084], [1.700, -0.218, -0.715], [0.095, 0.078, 0.049], [0.021, 0.027, 0.088], [0.013, 0.021, 0.059], [-1.005, 0.239, 1.184], [-0.321, -0.634, 0.206], [1.118, 0.805, -1.219], [-0.750, 0.865, 0.203], [-0.431, -0.687, -0.336], [-2.002, -1.025, 0.854], [0.130, -0.161, -0.089], [0.055, 0.113, -0.076], [0.200, 0.807, -0.024], [0.730, 0.402, 0.068], [-0.094, -1.059, 0.196], [0.416, 0.840, 0.742], [0.561, 0.777, -0.086], [0.899, -0.208, -0.500], [-0.047, -0.038, -0.014], [0.013, -0.046, -0.030], [0.039, 0.032, 0.018], [0.020, -0.012, 0.049], [-0.002, 0.053, -0.026], [-0.569, 0.340, 0.781], [-0.604, 0.494, 0.145], [-0.131, -0.329, -0.859], [0.031, 0.018, -0.039], [0.856, 0.546, 0.326], [-0.029, 0.371, 1.007], [0.571, 0.714, -0.165], [-0.828, 0.229, 0.345], [-0.310, 0.807, 0.300], [-0.238, 0.873, 0.301], [-0.963, 0.061, 0.419], [-0.069, -0.094, 0.016], [0.145, -0.754, -0.747], [0.270, -0.655, 0.478], [-0.053, -0.022, 0.028], [-0.051, -0.074, -0.019], [0.479, -0.674, -0.491], [-0.016, 0.026, -0.047]], "mulliken_charge": [-0.35, -0.23, -0.18, -0.45, -0.43, 0.26, 0.07, 0.07, -0.23, -0.93, -0.38, -0.79, -0.62, -0.42, -0.68, -0.23, -0.46, 0.60, -0.49, 0.73, -0.22, -1.05, -0.19, -0.49, -0.52, -0.44, 0.38, -0.56, 0.47, 0.32, 0.34, 0.35, 0.47, 0.38, 0.38, 0.42, 0.45, 0.34, 0.31, 0.49, 0.13, 0.39, 0.04, 0.23, 0.46, -0.63, 0.40, 0.33, 0.42, 0.53, 0.42, 0.19, 0.28, 0.34]}